1.
Density functional theory data (wB97M-V/def2-TZVPD) for one molecule with the formula C4H5NO3.

Last column: Löwdin charge in e.
Atoms and positions in Å:
C -1.779 -0.055 1.203  0.03
C -0.430 -0.564 0.787  -0.44
O -0.053 -1.692 0.752  0.15
O 0.521 0.548 0.737  0.03
C 1.315 0.409 -0.372  -0.42
O 2.633 0.183 -0.178  0.09
C 0.670 0.211 -1.520  -0.08
N 0.253 0.183 -2.671  0.15
H -2.308 0.362 0.356  0.09
H -2.366 -0.878 1.623  0.09
H -1.661 0.710 1.972  0.09
H 2.754 -0.395 0.594  0.13
H 0.449 0.978 -3.282  0.08

Calculated values
* relative energy (zero: lowest compared OMol25 entry of this formula, charge and spin): 65.59 kcal per mole
* HOMO energy: -8.23 eV
* spin multiplicity: 1
* total charge: 0

***

2.
Density functional theory data (wB97M-V/def2-TZVPD) for C24H25EuIN2O2S2 as an isolated structure.

Last column: Löwdin charge in e.
Atoms and positions in Å:
Eu 0.375 -0.236 0.172  1.64
C -0.507 1.257 -2.595  -0.09
N -1.509 0.834 -1.604  -0.22
C -2.200 1.999 -1.021  -0.18
C -1.577 2.526 0.260  -0.21
N -1.429 1.496 1.288  -0.24
C -2.720 0.884 1.643  -0.09
C -0.767 1.964 2.492  -0.30
C -0.784 3.310 2.846  -0.05
C -0.173 3.756 4.008  -0.11
C 0.455 2.837 4.835  -0.11
C 0.476 1.498 4.485  -0.14
C -0.120 1.021 3.313  -0.66
S -0.007 -0.691 2.909  0.46
C -2.457 -0.096 -2.204  -0.29
C -3.227 0.349 -3.277  -0.06
C -4.153 -0.473 -3.893  -0.11
C -4.306 -1.771 -3.416  -0.11
C -3.553 -2.212 -2.347  -0.14
C -2.608 -1.395 -1.699  -0.64
S -1.755 -2.014 -0.303  0.50
H -0.957 1.809 -3.430  0.08
H -0.001 0.375 -2.988  0.08
H 0.238 1.893 -2.115  0.05
H -3.238 1.723 -0.841  0.12
H -2.220 2.826 -1.745  0.12
H -2.234 3.343 0.597  0.11
H -0.589 2.952 0.071  0.11
H -3.428 1.660 1.968  0.10
H -2.554 0.167 2.443  0.06
H -3.124 0.330 0.798  0.05
H -1.271 4.034 2.209  0.09
H -0.187 4.810 4.256  0.09
H 0.942 3.163 5.746  0.09
H 0.984 0.779 5.115  0.09
H -3.096 1.365 -3.632  0.10
H -4.742 -0.111 -4.726  0.09
H -5.021 -2.442 -3.878  0.09
H -3.681 -3.219 -1.971  0.09
C 1.892 1.767 0.001  -0.33
H 1.628 2.629 -0.628  -0.08
H 2.877 1.430 -0.356  -0.06
H 2.054 2.171 1.012  -0.06
I 2.727 -8.381 -2.349  0.82
C 2.359 -6.388 -1.855  -0.74
C 1.955 -6.071 -0.565  -0.15
C 1.724 -4.744 -0.236  0.00
C 1.879 -3.752 -1.194  -0.13
C 2.264 -4.086 -2.485  -0.01
C 2.521 -5.407 -2.822  -0.15
C 1.616 -2.324 -0.845  -0.68
O 1.248 -1.501 -1.714  -0.12
O 1.754 -1.991 0.379  -0.20
H 1.822 -6.849 0.174  0.09
H 1.420 -4.466 0.764  0.13
H 2.355 -3.303 -3.226  0.12
H 2.834 -5.670 -3.823  0.09

Calculated values
* relative energy (zero: lowest compared OMol25 entry of this formula, charge and spin): 7.34 kcal per mole
* HOMO energy (spin up / spin down): -4.41 / -4.42 eV
* spin multiplicity: 7
* total charge: -1

***

3.
Density functional theory data (wB97M-V/def2-TZVPD) for C12H13NO as an isolated structure.

Last column: Löwdin charge in e.
Atoms and positions in Å:
C -0.144 -2.103 -2.472  -0.27
C -1.293 -1.417 -1.422  -0.40
C -0.806 -0.464 -0.541  -0.33
C -0.400 0.624 -1.155  -0.08
C 0.336 1.688 -0.775  0.00
C 0.834 1.546 0.506  -0.24
C 1.279 2.730 1.094  -0.04
C 1.289 2.812 2.504  -0.11
C 1.096 1.692 3.345  -0.09
C 0.553 0.552 2.697  -0.07
C 0.429 0.516 1.337  -0.15
C -0.582 -0.510 0.808  0.10
H 1.076 -2.648 -0.708  0.19
H 0.429 -4.090 -1.644  0.11
H -0.856 -2.853 -2.862  0.10
H 0.321 -1.416 -3.181  0.11
H -1.685 -2.477 -1.051  0.16
H -3.409 -1.216 -1.336  0.35
H -0.911 0.550 -2.079  0.11
H 0.672 2.550 -1.488  0.16
H 1.478 3.606 0.359  0.14
H 1.632 3.779 3.117  0.13
H 1.035 1.880 4.546  0.15
H 0.257 -0.369 3.155  0.10
H -1.154 -1.150 1.502  0.12
N 0.758 -3.048 -1.914  -0.10
O -2.234 -0.764 -2.343  -0.15

Calculated values
* relative energy (zero: lowest compared OMol25 entry of this formula, charge and spin): 202.19 kcal per mole
* HOMO energy: -8.00 eV
* spin multiplicity: 1
* total charge: 0

***

4.
Density functional theory data (wB97M-V/def2-TZVPD) for C7H11INNiO7P2S4Sb as an isolated structure.

Last column: Löwdin charge in e.
Atoms and positions in Å:
Ni -0.094 -0.172 -0.055  0.00
C 0.505 -3.170 -0.032  -0.08
C 1.314 -2.557 1.083  -0.60
O 2.016 -3.569 1.770  -0.05
P 0.359 -1.539 2.325  0.43
O 1.235 -1.685 3.642  -0.12
O -0.966 -2.288 2.752  -0.16
O 0.147 -0.111 1.995  -0.31
P 2.537 -1.253 0.626  0.34
O 3.540 -2.129 -0.359  -0.15
O 3.282 -0.982 1.896  -0.32
O 1.982 -0.135 -0.186  -0.33
H -0.206 -3.890 0.372  0.09
H 1.178 -3.669 -0.730  0.09
H -0.054 -2.390 -0.572  0.01
H 2.812 -3.141 2.118  0.07
H 2.086 -1.280 3.396  0.05
H -1.661 -1.926 2.153  -0.06
H 4.364 -1.646 -0.339  0.05
S -4.248 1.433 -1.706  -0.35
Sb -2.849 1.246 0.109  -0.13
S -2.254 -1.098 0.263  0.10
S -0.647 2.008 -0.501  0.00
S -3.720 2.104 2.052  -0.36
I 2.672 0.652 -5.151  0.77
C 0.846 0.210 -4.178  -0.68
C -0.351 0.370 -4.848  -0.14
C -1.501 -0.006 -4.173  -0.05
C -1.397 -0.468 -2.876  -0.18
N -0.234 -0.583 -2.225  -0.01
C 0.883 -0.280 -2.894  -0.21
H -0.387 0.764 -5.852  0.09
H -2.471 0.061 -4.639  0.10
H -2.283 -0.755 -2.327  0.02
H 1.814 -0.419 -2.364  0.08

Calculated values
* HOMO energy (spin up / spin down): -1.51 / -1.51 eV
* spin multiplicity: 3
* total charge: -2

***

5.
Density functional theory data (wB97M-V/def2-TZVPD) for a 10-piece molecular cluster, C37H74O17S7 overall.

Last column: Löwdin charge in e.
Atoms and positions in Å:
O 7.286 -1.157 -2.067  -0.36
S 6.956 -0.168 -1.025  0.71
O 7.687 -0.154 0.209  -0.33
C 6.837 1.554 -1.734  -0.20
C 5.416 2.063 -1.667  -0.27
C 4.665 1.269 -0.671  -0.24
C 5.123 -0.212 -0.734  -0.19
H 7.275 1.547 -2.732  0.10
H 7.488 2.125 -1.071  0.09
H 5.364 3.142 -1.520  0.11
H 4.916 1.955 -2.630  0.11
H 3.583 1.308 -0.798  0.09
H 4.900 1.836 0.230  0.12
H 4.621 -0.746 -1.541  0.09
H 4.946 -0.768 0.186  0.07
O -0.318 -2.014 5.804  -0.34
S -1.773 -2.014 5.721  0.71
O -2.541 -3.246 5.614  -0.35
C -2.506 -1.102 7.205  -0.16
C -3.275 0.124 6.568  -0.21
C -3.689 -0.153 5.112  -0.21
C -2.445 -0.775 4.452  -0.20
H -1.596 -0.816 7.733  0.09
H -3.103 -1.879 7.684  0.09
H -4.184 0.275 7.151  0.10
H -2.787 1.074 6.785  0.11
H -3.954 0.781 4.616  0.10
H -4.429 -0.952 5.083  0.12
H -1.770 0.078 4.519  0.10
H -2.481 -1.217 3.457  0.08
O 3.889 -4.590 -1.303  -0.32
S 2.840 -3.593 -1.116  0.71
O 3.041 -2.427 -0.271  -0.35
C 2.135 -3.111 -2.734  -0.19
C 0.590 -3.331 -2.620  -0.23
C 0.409 -4.624 -1.864  -0.22
C 1.206 -4.371 -0.528  -0.17
H 2.482 -3.927 -3.367  0.10
H 2.611 -2.184 -3.053  0.09
H 0.095 -2.461 -2.188  0.08
H 0.174 -3.376 -3.627  0.10
H 0.583 -5.535 -2.437  0.12
H -0.637 -4.794 -1.608  0.10
H 1.431 -5.372 -0.159  0.10
H 0.652 -3.672 0.099  0.08
O 0.737 -2.178 -6.585  -0.36
S 0.344 -0.772 -6.416  0.75
O -0.182 0.050 -7.537  -0.36
C -0.911 -0.650 -5.028  -0.22
C -0.445 0.483 -4.168  -0.22
C 1.113 0.368 -4.065  -0.19
C 1.673 0.095 -5.495  -0.19
H -0.799 -1.537 -4.405  0.07
H -1.940 -0.862 -5.320  0.10
H -0.699 1.460 -4.578  0.11
H -0.851 0.391 -3.160  0.09
H 1.300 -0.376 -3.290  0.08
H 1.519 1.286 -3.641  0.09
H 2.629 -0.428 -5.518  0.10
H 1.886 1.078 -5.915  0.10
O -4.526 -0.573 1.080  -0.35
S -4.935 -0.513 -0.303  0.73
O -5.644 0.670 -0.841  -0.35
C -3.545 -1.036 -1.406  -0.22
C -4.094 -1.797 -2.576  -0.23
C -5.528 -2.282 -2.303  -0.20
C -5.900 -2.077 -0.780  -0.16
H -3.068 -1.764 -0.750  0.09
H -2.858 -0.245 -1.705  0.10
H -4.088 -1.196 -3.485  0.11
H -3.543 -2.711 -2.799  0.11
H -5.613 -3.320 -2.627  0.11
H -6.281 -1.854 -2.964  0.11
H -5.489 -2.885 -0.175  0.09
H -6.959 -1.954 -0.552  0.10
O -2.147 3.386 -0.241  -0.37
S -3.065 4.350 0.386  0.76
O -2.916 5.839 0.305  -0.36
C -4.764 3.815 -0.038  -0.20
C -5.508 3.775 1.332  -0.18
C -4.485 3.132 2.316  -0.24
C -3.190 3.904 2.204  -0.20
H -4.711 2.836 -0.515  0.07
H -5.062 4.471 -0.857  0.10
H -5.619 4.754 1.797  0.11
H -6.454 3.241 1.243  0.12
H -4.487 2.073 2.058  0.09
H -4.977 3.081 3.288  0.11
H -2.237 3.579 2.622  0.10
H -3.296 4.813 2.796  0.10
O 3.537 5.368 -3.216  -0.32
S 2.430 4.618 -2.684  0.72
O 2.733 3.301 -2.110  -0.36
C 1.445 5.632 -1.485  -0.17
C 0.024 5.721 -2.132  -0.22
C -0.246 4.564 -3.044  -0.24
C 1.015 4.343 -3.899  -0.17
H 1.839 6.647 -1.440  0.10
H 1.620 5.193 -0.503  0.10
H -0.753 5.782 -1.370  0.09
H 0.028 6.649 -2.703  0.12
H -1.079 4.771 -3.716  0.12
H -0.594 3.765 -2.390  0.10
H 1.175 5.082 -4.685  0.10
H 0.874 3.360 -4.350  0.08
C -0.797 -0.552 1.161  0.00
C -0.064 0.155 0.044  -0.46
C 0.602 1.491 0.269  0.00
O 0.152 -0.357 -1.026  0.05
H -1.133 -1.579 1.013  0.08
H -1.785 -0.092 1.163  0.07
H -0.323 -0.362 2.124  0.08
H -0.315 2.066 0.398  0.05
H 1.029 2.036 -0.573  0.07
H 1.211 1.632 1.162  0.08
C -0.072 -4.332 3.405  -0.01
C 1.469 -4.316 3.314  -0.45
C 2.302 -4.943 4.440  0.00
O 1.989 -3.655 2.467  0.06
H -0.314 -4.172 4.456  0.04
H -0.455 -5.339 3.241  0.09
H -0.569 -3.561 2.816  0.07
H 2.999 -4.239 4.893  0.08
H 2.862 -5.817 4.105  0.08
H 1.613 -5.325 5.194  0.07
C 2.853 -0.170 2.678  -0.01
C 3.550 -1.063 3.709  -0.50
C 4.719 -1.808 3.196  -0.02
O 3.192 -1.114 4.878  0.05
H 3.539 0.281 1.961  0.07
H 2.348 0.665 3.164  0.08
H 2.132 -0.857 2.235  0.07
H 5.455 -1.046 2.939  0.09
H 4.434 -2.413 2.336  0.08
H 5.230 -2.314 4.016  0.09

Calculated values
* relative energy (zero: lowest compared OMol25 entry of this formula, charge and spin): 72.39 kcal per mole
* HOMO energy: -9.05 eV
* spin multiplicity: 1
* total charge: 0